15
Properties=species:S:1:pos:R:3:forces:R:3:lowdin_charge:R:1 method="wB97M-V/def2-TZVPD" largest_force_ev_per_a=2.48 lumo_energy_ev=0.736 relative_energy_kcal_mol=28.1 smiles=CCO.CO total_energy_ev=-7366.8574 homo_lumo_gap_ev=10.69
C -2.5795 0.2058 -0.6808 1.503 -1.478 -1.305 -0.086
O -1.2495 -0.1026 -1.2560 -1.212 0.582 0.818 -0.151
H -3.1533 0.8216 -1.3625 0.120 0.843 0.268 0.072
H -2.3099 0.6200 0.2804 -0.830 0.066 0.255 0.076
H -3.1096 -0.7521 -0.7378 -0.161 0.162 1.062 0.079
H -1.4282 -0.0789 -2.1804 0.331 -0.170 -1.213 0.053
C 1.2101 0.0527 0.1699 0.353 -0.890 -0.357 -0.345
O 0.2567 0.0623 1.2219 -0.383 -0.595 0.048 -0.084
C 2.6069 -0.2050 0.7192 0.495 1.256 0.215 -0.093
H 1.0451 0.9495 -0.4279 0.663 0.367 0.288 0.104
H 1.0699 -0.7376 -0.5720 -0.615 -0.188 0.233 0.098
H -0.4418 -0.5750 1.0172 0.304 0.249 -0.022 0.070
H 2.7792 0.3655 1.6319 -0.123 0.196 0.070 0.066
H 3.3507 0.1741 0.0066 -0.040 -0.322 0.011 0.072
H 2.8481 -1.2338 0.9940 -0.403 -0.082 -0.369 0.071